A cluster of 3 separate species, C24H35BF3N2O2SSi in total, computed with ωB97M-V/def2-TZVPD.

```
69
Properties=species:S:1:pos:R:3:forces:R:3
C 1.79889 -3.67636 3.62983 0.1 0.2 -0.2
C 0.87570 -2.55541 4.09344 -0.1 0.0 0.1
S 1.52009 -0.87577 3.89085 0.2 -0.1 0.0
C 1.73510 -0.80978 2.08069 -0.3 -0.2 0.0
B 0.46299 -0.49131 1.07737 0.4 0.7 -0.3
C -0.82839 0.25361 1.74523 -0.3 -0.1 -0.1
F -0.47050 1.41463 2.43886 -0.1 -0.2 -0.2
F -1.64786 0.73250 0.69886 0.2 -0.1 0.2
C -1.70213 -0.61080 2.65162 0.1 0.3 0.1
C -3.18921 -0.20112 2.70679 0.0 -0.1 0.1
Si -4.37193 -1.32581 1.77569 -0.1 0.3 -0.1
C -4.72530 -0.56130 0.10183 0.0 -0.1 0.0
C -6.00522 -1.46648 2.72432 0.2 -0.2 0.0
C -3.67247 -3.05675 1.54425 0.0 0.0 0.1
C -3.77242 -3.69478 0.31114 0.0 0.0 -0.1
C -3.26600 -4.97141 0.11715 0.1 -0.1 0.0
C -2.64410 -5.64168 1.16023 0.0 0.0 -0.1
C -2.54062 -5.02939 2.39945 0.1 -0.1 0.1
C -3.04873 -3.75795 2.58323 -0.2 0.3 0.0
O 0.99482 0.38333 -0.04796 0.2 -0.5 0.0
C 0.83762 -0.33092 -1.25306 -0.4 0.6 0.3
C 0.70309 -1.76871 -0.79949 0.1 -0.3 0.1
F 0.03602 -2.57256 -1.73124 0.1 0.2 0.1
O -0.00460 -1.72022 0.36720 0.0 -0.2 0.1
H 2.82834 -3.45326 3.91981 0.0 -0.1 0.1
H 1.78245 -3.77184 2.54294 0.0 0.0 0.0
H 1.50067 -4.63717 4.05528 0.0 0.0 0.0
H -0.09047 -2.62261 3.58865 0.0 -0.1 0.0
H 0.68504 -2.64483 5.16640 0.0 0.0 0.0
H 2.12991 -1.79301 1.80742 0.1 0.1 -0.1
H 2.54325 -0.10026 1.89296 -0.1 0.1 0.1
H -1.57226 -1.64035 2.31790 -0.1 0.0 -0.1
H -1.25811 -0.54368 3.64685 0.1 0.0 -0.1
H -3.29963 0.79492 2.27005 0.0 0.0 0.1
H -3.52347 -0.11070 3.74483 0.0 -0.1 0.0
H -5.20704 0.40682 0.26288 0.0 0.0 0.0
H -5.39778 -1.16430 -0.51288 0.0 0.0 0.0
H -3.79277 -0.39286 -0.44089 0.0 0.0 0.0
H -6.73578 -0.72996 2.38767 0.0 0.0 0.1
H -6.42558 -2.46613 2.58993 -0.1 0.1 0.0
H -5.82177 -1.33388 3.79304 -0.1 0.1 0.0
H -4.23607 -3.18938 -0.52859 0.0 0.0 0.0
H -3.33908 -5.43645 -0.85824 0.0 0.0 0.0
H -2.22940 -6.62943 1.00375 0.0 0.0 0.0
H -2.04797 -5.52792 3.22508 0.0 -0.1 0.0
H -2.94023 -3.28643 3.55598 0.0 0.0 0.0
H -0.09626 -0.01389 -1.73985 0.1 -0.2 -0.2
H 1.68814 -0.16670 -1.92246 0.0 0.0 0.0
H 1.69563 -2.23486 -0.66200 -0.1 -0.1 -0.1
N 4.51785 3.81453 -2.41184 0.0 0.1 -0.1
C 5.28612 2.72340 -2.09953 -0.1 0.0 0.0
C 4.50969 1.86973 -1.36271 0.0 0.0 0.0
C 3.22364 2.46194 -1.21973 -0.1 0.0 0.1
C 3.26172 3.66167 -1.87415 0.0 0.0 0.0
H 4.84360 4.60924 -2.92755 0.1 0.1 0.1
H 6.30845 2.64971 -2.42890 0.0 0.0 0.0
H 4.82254 0.91943 -0.96315 0.0 0.0 0.0
H 2.37697 2.04314 -0.69184 0.0 0.0 0.0
H 2.50453 4.41783 -2.00079 0.0 0.0 0.0
N 3.43692 5.93376 -5.20799 0.0 0.0 0.0
C 2.35516 6.60462 -5.70530 0.0 0.0 0.0
C 2.75964 7.27673 -6.82772 0.0 0.0 0.0
C 4.14159 6.99747 -7.01375 0.0 0.0 0.0
C 4.52869 6.16450 -5.99821 0.0 0.0 0.0
H 3.42040 5.35472 -4.38844 -0.1 -0.1 -0.1
H 1.39518 6.54467 -5.22271 0.0 0.0 0.0
H 2.13495 7.89673 -7.44836 0.0 0.0 0.0
H 4.77586 7.36262 -7.80387 0.0 0.0 0.0
H 5.48195 5.71613 -5.77630 0.0 0.0 0.0
```
Forces are in eV/Å.

As for the net charge: -1. The gap between HOMO and LUMO comes out at 6.90 eV. Its HOMO energy is -0.169 Ha.

A structure of composition C7H9NS2 at a distorted geometry, computed with ωB97M-V/def2-TZVPD.

```
19
Properties=species:S:1:pos:R:3:forces:R:3
C -0.73882 -0.88389 2.10967 1.5 -1.2 0.0
C -1.71676 -0.33369 1.26670 1.1 -0.4 0.8
C 0.40702 -1.49362 1.77812 1.9 -1.3 0.9
C -1.53941 0.13069 0.04289 -2.1 1.9 -1.4
C 1.08378 -1.85063 0.47610 -0.5 1.0 0.1
C 0.75778 -1.12783 -0.79459 -3.2 1.3 -1.6
C 0.60605 2.56364 -1.86248 0.6 1.4 -2.6
N -0.51104 0.36853 -0.76990 4.1 -3.9 0.4
S 2.26275 -0.63524 -0.27618 1.9 1.0 0.5
S -0.55449 1.13575 -2.23016 0.8 1.1 0.2
H -0.84002 -0.95898 3.18822 -0.8 0.5 -0.1
H -2.59753 -0.10544 1.76544 -1.9 0.3 0.3
H 0.91767 -1.84915 2.71402 0.1 0.1 -1.4
H -2.39986 0.62013 -0.37145 -0.9 0.2 -0.1
H 1.64814 -2.78015 0.31278 -1.1 0.0 0.6
H 0.53226 -1.53002 -1.82311 0.2 0.4 1.4
H 1.30682 2.79446 -2.80214 -1.6 -0.8 1.8
H 1.28492 2.39640 -1.04492 0.0 -0.6 0.4
H 0.09074 3.53903 -1.67902 0.0 -1.0 -0.1
```
Forces are in eV/Å.

The gap between HOMO and LUMO comes out at 8.02 eV. Its HOMO energy is -0.279 Ha.

A structure of composition C37H51Cl2F15NO9S at a distorted geometry, computed with ωB97M-V/def2-TZVPD.

```
116
Properties=species:S:1:pos:R:3:forces:R:3
C 0.57301 6.25683 -1.80305 -0.3 0.7 0.9
C 1.07077 5.43968 -0.43075 -1.3 0.8 -0.3
C -0.08868 4.31530 0.00715 0.2 1.8 -0.8
C -0.04622 4.17760 1.60778 -0.8 -0.6 0.4
O 1.21646 4.45386 2.29304 0.0 -1.8 -1.4
C 2.24485 3.44733 2.08151 0.7 1.8 0.3
Cl 3.20133 3.32258 3.71040 -1.0 0.1 -1.6
C 1.78606 1.94696 1.67042 4.2 -0.6 0.1
C 2.33028 1.62769 0.15983 0.4 -1.4 -2.5
O 3.79586 1.92505 -0.00892 -1.2 -0.3 -1.7
C 4.18212 1.69071 -1.40854 1.7 -1.1 -4.9
C 3.74075 2.68335 -2.66450 1.7 -2.4 -0.3
C 4.18821 2.46211 -4.22846 1.2 -1.9 2.3
C 3.64760 3.51412 -5.38111 -0.6 -1.3 -0.1
C 5.15805 1.20893 -4.64966 -1.6 0.8 4.9
C 5.61999 0.17323 -3.42070 -2.1 3.4 -0.1
C 5.15708 0.39926 -1.83200 -0.5 1.4 -2.4
C 5.71450 -0.71215 -0.74653 -0.1 0.0 -0.3
C 4.59569 -1.93438 -0.54679 0.3 0.3 0.5
C 7.11336 -1.44641 -1.18237 0.6 -0.1 0.7
N 0.34350 1.56477 1.95976 -0.2 0.9 -2.4
Cl -0.37163 0.82090 0.52482 0.1 -0.7 -0.4
S 0.21564 0.24802 3.15408 -2.9 -0.5 12.3
O -1.23706 0.04504 3.69178 5.0 0.7 -4.0
O 1.07950 0.52213 4.44708 -2.1 -0.6 -6.6
C 0.75420 -1.42708 2.53157 3.7 -4.2 -0.5
F 1.73081 -1.43029 1.42312 -3.1 0.3 3.2
F 1.49899 -2.08000 3.67919 -2.6 2.7 -3.9
C -0.46291 -2.49690 2.21761 -2.8 -0.5 2.4
F -1.63741 -1.94228 1.52308 4.1 -1.6 1.8
F -0.96064 -2.92433 3.58119 1.9 1.5 -4.4
C 0.00988 -3.88017 1.48384 -0.6 -3.7 1.1
F 1.19051 -4.54743 2.11555 -4.1 2.8 -1.9
F -1.13065 -4.85487 1.66697 3.6 3.4 -0.6
C 0.29543 -3.80259 -0.11378 1.9 -1.2 -4.0
F 0.09625 -2.49551 -0.76545 0.5 -4.3 2.5
F -0.46452 -4.82570 -0.89548 2.2 4.2 3.4
F 1.75160 -4.15393 -0.30893 -5.1 2.0 1.4
C -0.57228 2.74563 2.26621 -3.2 4.1 2.3
C -0.61095 3.14424 3.89373 0.5 -0.2 1.2
C -2.13132 2.58149 1.81976 -1.8 -0.1 0.1
C -3.18145 3.61950 2.61224 -1.1 -0.9 -1.4
C -4.64164 3.38757 1.82747 -0.3 0.9 0.6
C -5.40851 4.84627 1.54711 -1.3 -1.0 -0.6
C -5.76536 5.00847 -0.07798 -0.9 1.0 1.1
O -4.66920 5.77058 -0.69632 -0.3 -2.7 -1.1
C -3.99795 5.01839 -1.76784 1.7 0.4 -0.7
H -0.17202 7.11105 -1.42934 1.5 -1.9 -0.8
H 1.46383 6.83786 -2.32486 -1.9 -1.5 1.0
H -0.04874 5.58715 -2.53412 1.5 1.2 1.2
H 2.13447 4.97228 -0.56240 -2.0 0.9 0.4
H 1.03343 6.26815 0.42776 0.6 -2.0 -1.8
H -0.03715 3.35375 -0.64155 0.1 1.6 1.4
H -1.11888 4.84664 -0.28250 2.2 -1.3 0.8
H -0.81051 4.99712 2.02560 1.9 -2.0 -0.8
H 3.03262 3.96391 1.34768 -1.7 -1.9 1.3
H 2.43626 1.21569 2.36015 -1.3 1.8 -1.4
H 2.29953 0.47442 -0.14841 -0.5 2.4 1.1
H 1.80161 2.20457 -0.70555 0.6 -0.8 1.9
H 3.06958 3.61483 -2.40691 1.5 -2.0 -0.6
H 3.28287 2.83480 -6.28874 0.8 1.5 1.9
H 2.67388 4.09470 -5.01291 2.4 -1.1 -0.7
H 4.47539 4.22841 -5.80668 -1.6 -1.4 1.2
H 5.49358 1.08288 -5.76843 -0.7 0.1 2.6
H 6.32985 -0.71541 -3.76712 -1.8 2.1 1.2
H 5.89727 -0.11697 0.26984 -0.5 -1.4 -2.2
H 5.10692 -3.00817 -0.55355 -1.0 2.4 -0.1
H 4.14745 -1.80187 0.53573 0.5 -0.3 -2.3
H 3.79724 -1.87506 -1.40732 1.4 -0.2 1.9
H 7.04784 -2.05175 -2.20006 0.1 1.5 2.1
H 8.03337 -0.68994 -1.16466 -2.1 -1.6 -0.4
H 7.36109 -2.26348 -0.35069 -0.6 1.8 -1.7
H -1.43008 2.51850 4.48254 2.1 1.1 -1.4
H 0.46754 3.04611 4.39428 -2.5 0.0 -1.1
H -0.90925 4.27875 4.06968 0.6 -2.5 -0.9
H -2.61278 1.51410 2.05472 1.4 2.2 -0.5
H -2.34591 2.82209 0.66932 1.0 -0.6 2.5
H -2.92529 4.74631 2.44811 -0.2 -2.2 0.6
H -3.38262 3.30574 3.72083 0.8 0.9 -2.1
H -5.32697 2.73102 2.53506 1.4 1.2 -1.7
H -4.52189 2.87158 0.78419 -0.1 0.8 2.1
H -4.78391 5.76108 1.93262 -1.3 -1.8 -0.9
H -6.46855 4.79870 2.08495 2.4 0.3 -0.9
H -6.75205 5.65928 -0.23928 2.1 -1.4 0.6
H -5.98635 3.96765 -0.56710 0.7 1.9 0.9
H -2.83151 5.20840 -1.62767 -2.4 -0.3 -0.3
H -4.23959 5.42880 -2.86179 0.2 -0.9 2.5
H -4.14022 3.85531 -1.72210 -0.1 2.2 0.0
C -4.04919 -3.18029 3.18368 -0.1 0.2 0.1
C -4.55908 -4.19085 2.17310 0.7 0.1 0.1
O -5.97358 -4.38723 2.32504 -1.5 0.9 -0.8
C -6.77994 -3.45111 1.73055 2.9 0.9 -0.7
O -6.35794 -2.48438 1.10167 -1.4 -2.1 1.4
C -8.25193 -3.80839 1.92655 -2.8 -0.5 0.5
F -8.53818 -4.18522 3.20708 0.7 0.4 -1.1
F -8.63887 -4.84695 1.13118 0.8 0.9 0.5
F -9.09556 -2.77595 1.64057 1.4 -0.8 0.2
H -4.32567 -3.47926 4.19992 0.1 -0.1 -0.1
H -2.96111 -3.08845 3.12425 -0.6 -0.2 0.1
H -4.48973 -2.19322 3.01191 0.1 -0.1 -0.1
H -4.08279 -5.16024 2.35321 -0.4 0.0 0.0
H -4.31262 -3.89705 1.14618 -0.3 0.0 0.2
C 1.68686 -5.92487 -2.38463 0.0 -0.1 -0.7
C 2.33785 -7.24257 -2.00731 0.3 0.6 0.2
O 1.66002 -8.33977 -2.63910 0.2 -0.9 -1.6
C 2.00497 -8.59241 -3.94184 1.9 2.5 0.7
O 2.83479 -7.93970 -4.56913 -2.1 -1.9 1.1
C 1.24979 -9.81017 -4.47058 -1.4 -2.1 -1.2
F -0.07648 -9.79060 -4.14761 1.2 0.4 -0.1
F 1.74396 -10.97870 -3.96929 -0.1 1.3 -0.2
F 1.30487 -9.92569 -5.82817 0.3 0.6 1.5
H 0.61626 -5.94539 -2.15669 0.5 -0.2 -0.1
H 2.14940 -5.09528 -1.84265 0.0 -0.6 -0.6
H 1.77956 -5.73160 -3.45791 0.1 -0.1 0.1
H 2.25224 -7.39640 -0.92656 -0.1 -0.3 -0.3
H 3.40683 -7.25079 -2.24984 -0.3 -0.1 -0.2
```
Forces are in eV/Å.

As for the net charge: +1. The gap between HOMO and LUMO comes out at 4.93 eV. Its HOMO energy is -0.390 Ha.